Entry 1:
This record from OMol25 describes C22H42Br6O10S5 as an isolated structure. The level of theory is the ωB97M-V functional and the def2-TZVPD basis.

```
85
Properties=species:S:1:pos:R:3:forces:R:3
C -5.705 35.169 -25.585 0.0 1.0 0.5
Br -7.628 35.288 -25.896 0.8 -0.1 -0.2
Br -5.358 34.808 -23.738 0.0 -0.3 0.3
Br -4.813 36.934 -25.964 -0.5 -1.2 -0.3
H -5.257 34.333 -26.121 -0.2 0.6 -0.3
C -5.246 34.052 -31.753 -0.1 0.5 -0.8
Br -3.675 33.291 -32.794 -1.6 0.4 1.0
Br -7.034 33.306 -32.189 1.3 0.4 -0.1
Br -5.224 36.040 -32.002 -0.1 -1.4 0.2
H -5.173 33.847 -30.685 0.6 0.1 -0.4
C 0.121 28.618 -26.779 -0.1 1.0 0.7
C 0.265 28.289 -28.248 -1.0 -0.8 -2.8
C -1.116 27.894 -28.986 0.2 1.0 2.3
S -2.391 28.361 -27.645 0.4 -2.5 -0.7
O -3.484 27.341 -27.582 2.0 2.4 0.0
O -2.616 29.785 -27.765 -0.5 -0.3 0.0
C -1.182 28.152 -26.224 -2.4 -1.7 -1.4
H -0.001 29.689 -26.619 0.9 0.3 -0.4
H 0.978 28.239 -26.223 -0.1 0.2 0.1
H 0.845 27.410 -28.531 0.4 -0.1 1.0
H 0.756 29.053 -28.851 -0.1 0.4 0.4
H -1.098 26.816 -29.145 -0.5 0.2 -0.1
H -1.322 28.470 -29.888 -0.1 -0.1 0.2
H -1.262 27.075 -26.080 0.2 -0.1 0.4
H -1.718 28.680 -25.436 0.7 0.1 0.2
C 2.397 30.492 -35.098 0.5 1.7 1.9
C 2.478 29.077 -34.832 0.4 -4.5 0.0
C 3.938 28.566 -34.553 0.0 0.9 0.5
S 4.512 29.859 -33.427 0.0 2.6 0.4
O 5.740 30.527 -33.906 -1.7 -1.5 0.4
O 4.416 29.485 -32.029 0.2 -0.4 -0.6
C 3.078 31.048 -33.759 1.0 -0.1 -0.9
H 1.331 30.713 -35.147 0.2 0.7 -0.2
H 2.931 30.678 -36.030 0.0 0.7 0.2
H 1.982 28.452 -35.575 0.3 0.0 -0.6
H 1.895 28.776 -33.961 0.1 0.3 0.5
H 4.728 28.630 -35.301 -0.6 -0.1 -0.7
H 4.008 27.597 -34.060 -0.2 0.2 0.1
H 3.556 32.027 -33.730 0.0 0.0 -0.7
H 2.468 31.058 -32.856 -0.4 -0.6 -0.3
C -5.358 32.542 -38.192 1.9 -0.2 0.1
C -4.730 33.993 -38.200 -1.1 -0.1 -0.8
C -3.373 33.948 -38.870 0.8 0.5 1.5
S -3.317 32.683 -40.125 -2.3 1.3 0.4
O -2.322 31.722 -39.749 0.3 -0.3 -0.6
O -3.367 33.397 -41.400 0.2 -1.4 0.8
C -5.039 32.016 -39.644 -0.3 2.1 -0.2
H -6.422 32.543 -37.957 0.1 0.0 -0.3
H -4.851 31.911 -37.463 0.0 0.0 0.2
H -4.613 34.610 -37.309 -0.2 -0.9 0.7
H -5.418 34.621 -38.767 -0.1 -0.1 -0.5
H -2.654 33.711 -38.086 0.2 -0.7 -0.1
H -3.018 34.942 -39.144 -0.3 -0.2 -0.9
H -5.253 31.023 -40.038 0.4 -0.2 0.7
H -5.729 32.687 -40.157 0.3 -0.1 -1.0
C -11.731 38.418 -37.412 -0.4 0.5 -2.0
C -11.286 38.328 -35.998 -0.8 1.2 1.2
C -10.762 36.952 -35.867 -0.1 -1.6 1.2
S -12.106 35.872 -36.479 -0.1 -0.1 -1.8
O -13.225 35.817 -35.585 0.0 -0.3 1.2
O -11.625 34.617 -37.074 -0.2 1.9 0.7
C -12.676 37.162 -37.683 0.6 0.1 0.4
H -10.824 38.548 -38.003 0.0 -0.9 -0.6
H -12.235 39.357 -37.639 -0.5 -0.1 0.2
H -12.136 38.641 -35.393 -0.4 -1.2 0.5
H -10.603 39.062 -35.571 0.7 0.1 -1.0
H -10.488 36.693 -34.844 -0.1 -0.3 -0.1
H -9.916 36.770 -36.530 0.0 0.0 0.0
H -13.703 37.379 -37.390 0.2 0.2 0.6
H -12.869 36.670 -38.636 1.1 0.4 -0.4
C 0.273 37.794 -35.133 -0.1 0.7 2.5
C 0.770 38.285 -36.427 0.4 0.0 -3.3
C 2.174 38.876 -36.422 0.8 0.0 0.5
S 2.754 38.936 -34.766 -1.1 -0.5 1.5
O 3.056 40.314 -34.433 0.8 -0.5 0.1
O 3.690 37.807 -34.554 -1.6 1.9 0.0
C 1.047 38.664 -34.048 0.4 -1.5 -0.4
H 0.349 36.707 -35.104 0.6 0.1 0.6
H -0.795 37.964 -34.998 0.0 0.2 -0.1
H 0.197 39.039 -36.967 -0.6 0.1 0.6
H 0.724 37.454 -37.131 0.2 -0.1 -0.1
H 2.159 39.931 -36.696 0.3 -0.3 -0.5
H 3.002 38.287 -36.815 -0.4 0.1 -1.0
H 0.545 39.626 -33.948 0.4 0.1 -0.2
H 1.186 38.268 -33.041 -0.2 -0.3 -0.1
```
Forces are in eV/Å.

ΔE to the lowest compared entry with this formula, charge and spin: 113.5 kcal/mol

Entry 2:
This record from OMol25 describes a 7-piece molecular cluster, C22H42Cl6O10 overall. The level of theory is the ωB97M-V functional and the def2-TZVPD basis.

```
80
Properties=species:S:1:pos:R:3:forces:R:3
C 1.702 -1.863 -0.924 0.8 0.8 1.4
C 2.630 -1.508 0.262 0.5 1.4 -1.7
O 2.242 -2.339 1.305 -0.1 0.2 2.3
C 2.018 -1.762 2.531 -0.6 -0.6 -0.1
C 1.655 -2.827 3.528 0.5 -1.2 -0.9
O 2.042 -0.586 2.800 0.2 -0.3 -0.7
H 1.661 -2.935 -0.986 -0.2 -0.5 -0.2
H 2.072 -1.449 -1.840 0.1 0.2 -0.5
H 0.741 -1.434 -0.662 -0.4 -0.2 -0.3
H 3.700 -1.648 0.049 -0.3 -0.4 -0.1
H 2.581 -0.435 0.556 -0.4 -0.7 -0.2
H 1.104 -2.402 4.341 -0.1 0.2 0.6
H 2.580 -3.323 3.848 0.0 0.4 0.3
H 1.121 -3.674 3.053 0.0 0.7 0.1
C 4.518 -0.723 -6.654 -1.0 -0.9 -1.0
C 3.261 -0.333 -5.870 0.7 -1.4 1.1
O 3.642 0.489 -4.736 -0.3 0.1 0.0
C 4.022 -0.144 -3.618 -0.2 -0.5 0.2
C 4.259 0.807 -2.461 -0.5 0.2 -0.1
O 4.125 -1.350 -3.538 0.0 0.6 0.1
H 4.192 -1.108 -7.652 0.3 0.3 0.6
H 5.015 -1.537 -6.163 0.2 -0.4 0.3
H 5.265 0.041 -6.830 -0.3 0.5 0.1
H 2.575 0.235 -6.448 -0.4 0.8 -0.4
H 2.687 -1.239 -5.483 1.0 1.0 -0.5
H 5.130 0.492 -1.879 -0.6 -0.1 0.2
H 3.320 0.974 -1.887 0.6 -0.8 0.0
H 4.431 1.808 -2.800 0.4 0.5 -0.6
C -3.504 1.748 -2.482 -0.3 1.0 1.1
C -2.208 1.255 -3.069 -0.5 -1.4 0.9
O -1.887 1.974 -4.223 0.8 0.7 -1.3
C -0.594 1.871 -4.648 -0.6 -0.9 -0.1
C -0.430 2.617 -5.955 -0.5 -0.8 -0.7
O 0.225 1.198 -4.067 -0.2 0.6 -0.4
H -3.712 1.239 -1.530 0.3 -0.1 -0.3
H -4.366 1.564 -3.099 -0.3 0.0 -0.5
H -3.504 2.841 -2.203 0.2 -1.0 -0.5
H -1.414 1.394 -2.348 0.2 -0.3 0.2
H -2.303 0.150 -3.317 0.3 1.2 0.3
H 0.510 2.369 -6.474 -0.4 -0.1 0.4
H -0.411 3.663 -5.715 -0.1 0.6 -0.1
H -1.317 2.404 -6.632 1.1 0.3 0.9
C -4.837 -0.165 6.244 -0.8 0.6 -0.1
C -3.351 -0.195 5.965 -0.5 -1.2 1.2
O -3.097 -1.428 5.257 0.2 -0.2 0.3
C -1.872 -1.955 5.362 1.4 0.6 1.0
C -1.771 -3.211 4.562 -0.1 -0.2 -0.8
O -0.952 -1.464 6.014 -1.5 -0.6 -1.0
H -5.122 0.837 6.690 0.2 -1.2 -0.4
H -5.215 -1.003 6.877 0.6 0.7 -0.3
H -5.332 -0.269 5.268 -0.2 0.2 0.3
H -3.069 0.557 5.281 0.4 1.3 -0.4
H -2.777 -0.156 6.901 0.1 0.0 -0.5
H -0.755 -3.575 4.569 0.1 -0.2 0.3
H -1.991 -2.972 3.509 -0.2 -0.1 0.3
H -2.474 -3.986 4.894 0.2 0.3 0.0
C 0.815 2.370 -0.680 -1.4 0.1 1.5
C -0.369 2.795 0.217 -0.1 -1.5 -1.4
O -0.653 1.913 1.330 0.7 1.0 0.0
C -1.320 0.805 1.093 -0.2 -0.9 0.8
C -1.451 -0.034 2.351 -0.4 0.6 0.3
O -1.726 0.495 0.002 -0.2 -0.3 -0.4
H 0.903 3.191 -1.351 0.4 0.6 -0.8
H 0.518 1.490 -1.221 0.4 -0.5 -0.3
H 1.703 2.264 -0.078 0.5 -0.2 0.0
H -0.181 3.732 0.640 0.2 1.3 0.9
H -1.233 2.861 -0.450 -0.2 0.0 0.4
H -2.357 0.131 2.937 -0.6 0.1 -0.7
H -0.749 0.268 3.103 1.0 -0.1 0.0
H -1.400 -1.082 2.122 0.1 -0.4 -0.2
Cl 2.908 1.843 4.867 1.1 -0.3 0.7
C 1.585 2.525 4.029 -0.6 -0.8 -1.0
Cl 1.814 4.174 3.605 0.2 1.4 -0.1
Cl 0.087 2.266 4.877 -0.7 0.0 0.6
H 1.473 2.005 3.095 0.1 -0.4 -0.2
Cl -4.151 -1.990 0.716 -0.3 0.1 0.2
C -3.350 -2.219 -0.829 0.3 -0.1 0.1
Cl -4.525 -2.125 -2.168 0.5 0.0 0.4
Cl -2.497 -3.790 -0.799 -0.2 0.4 -0.3
H -2.600 -1.423 -0.884 -0.3 -0.2 -0.3
```
Forces are in eV/Å.

SMILES string: CCOC(C)=O.CCOC(C)=O.CCOC(C)=O.CCOC(C)=O.CCOC(C)=O.ClC(Cl)Cl.ClC(Cl)Cl

Entry 3:
This record from OMol25 describes C22H42ClI2N5O3SSi2 as an isolated structure. The level of theory is the ωB97M-V functional and the def2-TZVPD basis.

```
78
Properties=species:S:1:pos:R:3:forces:R:3
C 4.167 -4.404 1.651 0.1 0.0 0.1
C 4.264 -2.908 1.772 -0.2 0.0 -0.1
N 3.128 -2.220 1.140 -0.2 0.4 0.0
C 1.915 -2.424 1.965 0.2 -0.2 -0.5
C 0.654 -1.705 1.514 0.1 0.1 0.3
Si -0.564 -1.624 2.893 0.3 0.4 -0.2
S 0.160 -0.741 4.673 0.1 -0.2 0.4
Cl -0.955 -3.539 3.446 -0.1 -0.4 0.2
O -1.919 -0.849 2.353 0.3 -0.3 0.2
Si -3.457 -1.165 2.747 -0.5 -0.6 0.0
O -4.356 0.118 2.360 0.1 0.5 -0.2
I -4.240 -3.048 1.443 0.1 -0.1 0.0
I -3.792 -1.605 5.110 0.0 0.0 0.0
C 3.442 -0.820 0.997 -0.6 0.9 -2.4
C 3.947 -0.112 2.205 0.1 0.2 0.1
O 3.296 -0.237 -0.085 0.2 -1.3 2.2
H 4.977 -4.855 2.207 0.3 -0.2 0.1
H 3.253 -4.778 2.087 -0.3 -0.2 0.0
H 4.233 -4.717 0.620 -0.1 -0.1 -0.3
H 5.169 -2.565 1.289 0.3 0.1 -0.2
H 4.349 -2.638 2.825 0.0 0.1 0.4
H 1.696 -3.480 1.901 0.0 -0.3 0.1
H 2.134 -2.231 3.016 0.1 0.2 0.3
H 0.820 -0.685 1.186 0.2 0.3 -0.2
H 0.182 -2.258 0.713 -0.1 0.0 -0.5
H 0.364 0.486 4.200 0.0 0.3 -0.3
H -5.057 0.266 2.993 -0.4 0.3 0.1
H 3.741 0.945 2.145 -0.1 0.3 -0.1
H 3.527 -0.530 3.108 -0.1 0.0 0.3
H 5.021 -0.231 2.273 0.3 -0.1 0.0
C -5.248 0.735 -2.684 -0.1 0.0 0.1
C -5.047 -0.359 -1.644 0.0 0.1 -0.1
C -5.564 -1.726 -2.099 0.2 0.1 0.1
C -7.011 -1.739 -2.300 0.1 -0.1 0.0
N -8.147 -1.751 -2.456 -0.2 0.0 0.0
H -6.308 0.895 -2.889 0.0 0.0 0.0
H -4.827 1.678 -2.336 0.0 0.0 0.0
H -4.752 0.478 -3.620 0.0 0.0 0.0
H -5.538 -0.081 -0.709 0.0 0.0 0.0
H -3.983 -0.464 -1.429 0.0 -0.1 0.0
H -5.311 -2.470 -1.346 -0.1 -0.1 0.0
H -5.071 -2.027 -3.025 0.0 0.0 0.0
C 0.613 -0.700 -4.140 0.0 0.0 0.0
C 1.128 -1.497 -2.948 -0.1 0.1 -0.2
C 0.745 -2.980 -3.019 0.2 0.1 0.2
C -0.701 -3.185 -2.966 0.1 0.0 -0.2
N -1.839 -3.329 -2.971 -0.2 0.0 0.1
H -0.476 -0.702 -4.184 0.0 0.0 0.0
H 0.936 0.337 -4.069 0.0 0.0 0.0
H 0.997 -1.110 -5.077 0.0 0.0 0.0
H 0.746 -1.064 -2.027 0.0 0.0 0.2
H 2.212 -1.430 -2.894 0.1 0.0 0.0
H 1.198 -3.538 -2.198 0.0 0.0 0.0
H 1.124 -3.414 -3.945 -0.1 -0.1 0.0
C -2.360 4.387 -0.102 -0.1 -0.1 -0.1
C -2.898 3.124 0.554 0.0 0.1 0.0
C -2.038 1.879 0.299 -0.2 0.2 0.2
C -1.989 1.521 -1.115 0.1 0.0 0.1
N -1.946 1.243 -2.227 0.0 0.0 -0.2
H -2.332 4.288 -1.188 0.0 0.0 0.0
H -2.989 5.244 0.138 0.0 0.0 0.0
H -1.354 4.607 0.245 0.2 0.0 0.0
H -3.912 2.930 0.202 0.0 -0.1 0.0
H -2.963 3.268 1.633 0.0 -0.1 0.0
H -2.460 1.050 0.865 0.1 -0.1 -0.1
H -1.016 2.030 0.654 0.0 0.0 0.0
C 2.724 3.867 -0.509 0.0 -0.1 0.0
C 4.134 4.407 -0.687 -0.1 -0.1 0.0
C 5.126 3.813 0.323 0.0 0.1 -0.3
C 4.792 4.160 1.704 0.1 -0.1 -0.1
N 4.516 4.431 2.783 -0.1 0.0 0.2
H 2.324 4.139 0.469 0.0 0.0 0.0
H 2.058 4.273 -1.269 0.0 0.0 0.0
H 2.708 2.778 -0.596 0.0 0.0 0.0
H 4.126 5.494 -0.602 0.1 0.0 0.0
H 4.496 4.170 -1.688 0.1 0.0 0.0
H 6.136 4.165 0.110 0.0 0.0 0.1
H 5.141 2.725 0.231 0.0 0.0 0.0
```
Forces are in eV/Å.

Entry 4:
This record from OMol25 describes C22H42ClInN2OP2 as an isolated structure. The level of theory is the ωB97M-V functional and the def2-TZVPD basis.

```
71
Properties=species:S:1:pos:R:3:forces:R:3
In -0.440 -0.028 -0.350 2.3 0.0 0.4
P -0.044 -2.502 -0.968 -0.5 -0.7 -0.3
P -0.034 2.550 -0.650 -0.7 0.8 -0.3
N -0.096 0.122 -2.667 -0.7 -0.1 2.1
C 0.043 -2.393 -2.803 -0.1 0.5 0.0
H 0.728 -3.171 -3.170 -0.2 0.1 0.1
H -0.952 -2.595 -3.212 0.1 0.0 0.1
C 0.524 -1.025 -3.298 0.6 0.0 -1.0
H 1.646 -0.977 -3.226 -0.6 0.1 0.2
H 0.337 -0.969 -4.399 0.1 -0.2 0.6
C 0.520 1.342 -3.146 0.6 0.2 -1.1
H 0.336 1.422 -4.246 0.1 0.1 0.6
H 1.642 1.292 -3.076 -0.6 -0.1 0.2
C 0.028 2.638 -2.492 -0.1 -0.6 -0.1
H -0.977 2.866 -2.863 0.1 0.0 0.1
H 0.695 3.462 -2.784 -0.2 -0.1 0.1
C 1.502 3.459 -0.145 0.2 -0.5 0.2
C 1.961 3.096 1.271 0.2 0.2 0.1
H 2.926 3.592 1.458 -0.3 -0.2 0.0
H 2.118 2.015 1.383 -0.1 0.3 0.2
H 1.253 3.446 2.037 0.2 -0.1 -0.2
C -1.610 3.436 -0.227 0.0 -0.2 0.1
C -1.833 3.532 1.288 0.0 0.1 0.1
H -2.747 4.113 1.477 0.3 -0.2 0.0
H -1.004 4.038 1.804 -0.2 -0.1 -0.1
H -1.976 2.546 1.746 0.0 0.2 -0.1
C -1.620 -3.406 -0.631 0.0 0.1 0.1
C -1.838 -3.635 0.870 -0.1 -0.1 0.1
H -2.788 -4.167 1.014 0.3 0.1 0.0
H -1.901 -2.691 1.426 0.0 -0.2 -0.1
H -1.040 -4.248 1.314 -0.2 0.1 -0.1
C 1.490 -3.423 -0.511 0.1 0.4 0.2
C 1.891 -3.176 0.946 0.2 -0.2 0.1
H 2.890 -3.607 1.108 -0.3 0.1 0.1
H 1.198 -3.664 1.647 0.2 0.2 -0.2
H 1.947 -2.103 1.177 -0.1 -0.3 0.1
C 1.903 0.024 0.016 5.3 -0.2 -1.2
O 3.019 0.007 -0.282 -3.9 0.1 1.1
C -1.805 4.780 -0.935 0.0 0.2 0.0
H -1.099 5.539 -0.582 -0.3 -0.2 -0.1
H -1.722 4.696 -2.024 0.0 0.1 0.2
H -2.818 5.137 -0.708 0.2 -0.1 -0.1
C -1.812 -4.683 -1.452 -0.1 -0.2 0.0
H -2.821 -5.067 -1.250 0.2 0.1 -0.1
H -1.738 -4.502 -2.530 0.0 -0.1 0.2
H -1.097 -5.465 -1.174 -0.3 0.2 -0.1
C 1.442 -4.917 -0.845 0.1 -0.2 0.0
H 2.445 -5.336 -0.676 -0.3 0.1 -0.1
H 0.747 -5.462 -0.190 0.2 0.2 -0.2
H 1.183 -5.106 -1.894 0.0 0.0 0.3
C 1.427 4.976 -0.340 0.0 0.2 0.0
H 0.737 5.447 0.374 0.2 -0.2 -0.2
H 2.427 5.393 -0.149 -0.3 -0.1 -0.1
H 1.147 5.258 -1.363 0.0 0.0 0.3
H 2.253 3.059 -0.852 -0.2 0.1 0.1
H 2.254 -2.951 -1.155 -0.2 -0.1 0.1
H -2.368 2.738 -0.630 0.2 0.2 0.0
H -2.377 -2.675 -0.968 0.2 -0.1 0.0
H -1.691 0.050 -1.840 -0.4 0.0 0.2
H -2.105 -0.024 -0.943 -1.1 0.2 -2.0
Cl -0.269 2.566 5.132 0.0 0.1 0.0
C -0.224 0.983 4.475 0.1 -0.4 -0.7
C -0.290 -0.145 5.296 0.0 -0.1 -0.5
C -0.254 -1.398 4.685 0.1 0.3 -0.7
C -0.167 -1.465 3.285 -0.1 -0.3 0.5
N -0.122 -0.382 2.505 0.0 0.5 -0.5
C -0.123 0.828 3.083 -0.2 -0.2 0.7
H -0.366 -0.025 6.369 0.0 -0.1 0.0
H -0.294 -2.326 5.246 0.0 0.2 0.0
H -0.137 -2.440 2.784 -0.1 0.5 0.3
H -0.057 1.701 2.433 -0.1 -0.3 0.3
```
Forces are in eV/Å.

ΔE to the lowest compared entry with this formula, charge and spin: 30.4 kcal/mol
Charge: +2

Which gap between HOMO and LUMO belongs to each record? In order, 9.21 10.83 9.71 6.90 eV.